45
Properties=species:S:1:pos:R:3:forces:R:3:mulliken_charge:R:1 method="wB97M-V/def2-TZVPD" de_lowest_kj_mol=1988.3
C -3.7006 0.5026 -0.9478 4.22 -2.30 -5.55 -1.729
H -4.2501 -0.3299 -1.0391 -2.06 -3.28 0.44 0.496
C -2.9044 0.6770 0.1725 3.48 -7.08 6.24 0.432
C -1.7098 -0.5020 0.1503 -5.65 -1.99 5.70 -0.902
C -0.6213 -0.3818 1.2289 -6.23 -4.51 4.32 -0.840
H -1.1979 -0.8542 2.3190 1.51 1.13 -2.67 0.497
H -0.3764 0.4950 1.6793 0.69 3.07 0.30 0.594
C 0.4950 -1.2863 1.0701 1.90 -2.33 4.97 0.121
N 1.2479 -0.8850 -0.0716 0.10 1.88 3.10 0.497
S 1.5458 -1.7353 -1.3015 -4.60 -9.12 -3.48 1.224
O 0.1017 -2.4916 -1.7270 6.05 3.04 2.31 -0.682
O 2.1488 -1.0851 -2.3735 1.29 2.97 -2.26 -0.688
C 2.8176 -3.0207 -0.8556 -7.18 -2.67 -0.93 -1.016
C 1.7970 -4.1211 0.1202 1.79 1.17 -7.57 -0.655
O 1.4061 -3.5614 1.1524 0.27 2.78 8.72 -0.417
C 0.2636 -2.8639 1.2840 -0.95 3.35 -4.33 -2.020
H -0.1984 -2.9821 0.3357 -1.99 -1.23 -0.50 1.035
H -0.3236 -3.0554 2.1306 -0.49 -0.28 1.25 0.402
H 2.4301 -4.8381 0.3412 3.55 -3.56 1.16 0.577
H 1.0335 -4.5917 -0.4114 -1.47 -0.30 -1.79 0.450
H 3.0661 -3.5778 -1.7553 0.68 0.51 0.18 0.425
H 3.3655 -2.7678 -0.0592 2.99 1.46 2.16 0.519
C 1.8994 0.3484 0.1899 7.28 -0.65 1.17 -0.880
C 1.1234 1.4938 -0.0244 -2.48 -0.82 -8.06 0.957
C 0.8217 2.6149 0.4760 3.02 3.58 14.22 0.462
C 0.1218 3.7715 0.3947 1.71 -3.14 -0.25 -0.750
C -0.3128 3.8102 -0.8218 -8.14 2.01 -8.08 -0.191
C -0.4696 2.7297 -1.7709 6.66 -2.49 4.78 -1.028
C 0.5687 1.5732 -1.3183 -4.93 4.29 -1.54 -0.512
H 0.7049 0.8884 -2.0484 0.50 -2.49 -2.09 0.641
H -0.9094 2.7536 -2.7477 -0.06 0.15 -0.09 0.488
H -1.0911 4.5948 -1.1774 1.72 -0.42 0.96 0.271
N -0.0628 4.7765 1.3722 6.36 -4.73 3.28 0.948
O -0.5895 5.7055 1.0093 -4.27 6.38 -1.35 -0.559
O 0.6173 4.6389 2.4224 -1.70 0.28 -0.84 -0.606
H 1.2621 2.5992 1.7218 -0.92 0.15 -3.00 0.114
H 2.8100 0.3786 -0.7553 -2.18 0.13 3.27 0.336
H 2.4107 0.4332 1.4090 -1.25 -0.64 -3.73 0.271
H 1.1063 -1.1321 2.0891 -0.29 0.23 -2.38 0.055
H -2.3263 -1.6915 0.2335 2.27 3.66 -0.55 0.216
H -1.0892 -0.4262 -0.5773 2.62 0.13 -6.36 0.488
H -3.4188 0.2770 1.3038 1.15 2.09 -3.28 0.246
H -2.2125 1.4245 0.2159 0.73 3.18 0.43 -0.140
H -4.2671 1.2558 -0.9989 -4.97 5.87 -1.04 0.640
H -3.1334 0.4390 -2.0396 -0.75 0.52 2.76 0.213

=====

16
Properties=species:S:1:pos:R:3:forces:R:3:mulliken_charge:R:1 method="wB97M-V/def2-TZVPD" de_lowest_kj_mol=292.2
C -2.1018 -0.1825 -0.2342 0.03 -0.05 -0.02 -1.329
C -1.1812 0.5694 0.6995 -0.15 0.10 -0.10 0.162
N -0.3589 -0.1465 1.6649 -0.03 -0.25 0.12 -0.601
C 0.3039 0.5624 0.5680 0.17 0.16 -0.14 -0.328
C 0.9938 -0.2099 -0.5188 -0.28 0.08 0.00 0.147
C 2.4159 -0.0087 -0.8091 0.14 0.23 -0.15 -0.481
O 1.9796 -1.1502 -0.0940 0.06 -0.22 0.12 -0.427
H -2.4136 0.4434 -1.0778 0.06 -0.06 0.13 0.303
H -3.0052 -0.4945 0.3022 0.13 0.07 -0.06 0.345
H -1.6352 -1.0876 -0.6384 -0.04 0.14 0.09 0.346
H -1.6219 1.4766 1.1151 0.08 -0.15 -0.08 0.385
H -0.3688 -1.1473 1.4762 0.01 0.09 -0.02 0.292
H 0.8460 1.4422 0.9135 -0.08 -0.12 -0.10 0.354
H 0.3680 -0.5863 -1.3298 0.11 0.07 0.14 0.334
H 2.7968 -0.1974 -1.8129 -0.08 0.01 0.16 0.249
H 2.9827 0.7168 -0.2246 -0.13 -0.10 -0.07 0.248

=====

17
Properties=species:S:1:pos:R:3:forces:R:3:mulliken_charge:R:1 method="wB97M-V/def2-TZVPD" de_lowest_kj_mol=490.0 charge=+1
C 1.5601 0.1990 -2.5031 -1.23 -1.07 -1.05 -0.699
C 0.2521 0.2604 -2.4596 -1.08 -2.10 1.03 -0.523
C 0.9742 0.3691 0.8525 -0.39 2.15 -2.56 -0.682
C -1.0536 -1.1639 1.3036 2.79 -0.99 -1.57 -0.337
N -2.1706 -1.1386 1.8427 -3.42 2.51 2.08 -0.123
N -0.4994 0.1795 1.2980 2.99 2.01 2.33 -0.266
H 2.1630 0.9879 -2.2799 1.65 2.24 0.33 0.370
H 1.9854 -0.6595 -2.9247 0.94 -1.28 -0.06 0.287
H -0.2083 1.1725 -2.1341 -0.66 0.19 0.06 0.338
H 1.1921 1.5120 0.7949 -0.59 -2.06 0.23 0.337
H 1.6827 -0.0959 1.4646 0.38 -0.71 1.75 0.403
H 1.2022 -0.0683 -0.1394 -0.96 0.38 0.48 0.181
H -0.2979 -0.7510 -2.4724 0.36 2.04 -0.61 0.252
H -2.6411 -0.2311 2.2480 0.69 -2.19 -0.77 0.263
H -2.6751 -1.9980 1.9187 -0.54 -0.41 0.18 0.297
H -0.3584 0.5409 2.3037 -0.83 -0.78 -1.24 0.444
H -1.1075 0.8849 0.8865 -0.09 0.08 -0.60 0.457

=====

8
Properties=species:S:1:pos:R:3:forces:R:3:mulliken_charge:R:1 method="wB97M-V/def2-TZVPD" de_lowest_kj_mol=28.9
F 0.2278 0.9112 -2.0047 0.51 0.39 0.05 -0.301
C 0.3070 -0.2399 -1.1602 -4.06 1.58 -1.68 -0.298
Si -0.3180 0.3348 0.5429 -0.81 -1.64 -0.69 0.316
H -0.2967 -0.9335 -1.8234 0.95 -0.07 1.67 0.245
H 1.2741 -0.4514 -0.9911 3.63 -1.27 -0.32 0.241
H 0.6016 -0.4150 1.4923 -0.65 0.56 -0.08 -0.070
H -1.7086 -0.2329 0.4030 0.25 0.37 0.90 -0.072
H -0.3393 1.7964 0.6250 0.19 0.08 0.17 -0.061

=====

22
Properties=species:S:1:pos:R:3:forces:R:3:mulliken_charge:R:1 method="wB97M-V/def2-TZVPD" de_lowest_kj_mol=682.0
C -0.0437 -2.7675 -0.3387 -0.60 -0.99 -1.13 -0.793
N -0.8888 -1.6205 -0.5141 1.07 0.12 1.92 -0.405
C -1.3982 2.0540 -0.1970 -0.64 -0.07 -0.24 -1.292
C -1.3707 0.5793 0.1889 0.10 0.15 0.57 -0.799
C -0.3002 -0.4156 -0.3542 -1.53 0.81 -0.79 0.771
C 0.4888 0.1279 -1.5627 -0.86 0.03 -0.85 -0.985
H -0.6895 -3.6293 -0.5148 0.28 -0.17 -0.11 0.341
H 0.8224 -2.8380 -1.0077 0.11 0.22 0.05 0.283
H 0.3141 -2.8923 0.6878 -0.02 0.50 0.11 0.308
H 0.9931 1.1090 0.8885 -0.25 -1.17 -0.28 -0.068
H -0.4234 2.5340 -0.2299 0.08 -0.08 0.01 0.353
H -1.9315 2.2334 -1.1340 0.26 -0.02 -0.14 0.314
H -1.9859 2.5670 0.5658 0.04 0.12 0.00 0.344
H -2.3479 0.1088 0.0816 0.00 0.08 -0.45 0.538
H -1.2249 0.5879 1.2708 0.07 -0.25 0.02 0.317
H 0.5522 -0.4260 0.4607 0.65 0.94 0.34 -0.043
H 0.7401 1.1408 -1.2485 0.75 -0.16 0.05 0.180
H -0.2150 0.2293 -2.3976 -0.14 0.03 0.16 0.322
H 1.2783 -0.4895 -1.9791 0.43 0.06 0.62 0.415
H 2.1570 0.6595 1.7887 0.16 -0.45 -0.37 0.278
H 2.6544 0.8716 3.1452 0.41 -0.32 0.24 0.331
O 2.8193 0.2764 2.4002 -0.37 0.63 0.30 -0.711

=====

DFT (ωB97M-V/def2-TZVPD) results for a single C9H6BrF3N2 molecule at a distorted geometry.

Geometry as XYZ:
```
21
Properties=species:S:1:pos:R:3:forces:R:3:mulliken_charge:R:1
C 1.4624 -2.5148 0.4232 3.63 -0.93 -1.52 -0.800
N 0.8908 -1.2112 0.2331 -2.44 0.05 1.08 1.050
N 1.6480 -0.1756 0.3061 1.98 0.83 0.41 -1.335
C 0.9098 0.9224 0.0698 -1.93 -2.71 -1.47 0.135
C 1.3416 2.1979 -0.0158 -2.14 3.55 0.14 -0.463
C 0.3831 3.2117 -0.2558 1.70 -0.73 -0.25 -0.274
C -0.9654 2.9226 -0.5085 -1.01 -0.30 -0.42 -0.428
C -1.3985 1.5868 -0.4945 -0.79 0.53 0.67 -0.194
Br -3.3229 1.2073 -0.3276 1.28 0.30 -0.47 -0.195
C -0.4741 0.5608 -0.2767 1.49 -3.02 1.86 0.524
C -0.4023 -0.9487 -0.0261 -1.72 1.74 -0.89 -0.126
C -1.4104 -2.1424 0.0510 -0.71 2.38 1.29 0.855
F -2.5611 -1.9596 -0.6129 0.40 0.49 0.27 -0.239
F -0.8941 -3.2347 -0.4147 0.78 -1.64 -0.56 -0.238
F -1.7606 -2.3946 1.3813 0.44 0.33 -1.32 -0.268
H 1.4512 -2.9383 -0.6018 0.23 -0.19 0.71 0.343
H 2.5604 -2.3366 0.6767 -1.51 -0.05 -0.37 0.287
H 1.1468 -3.3068 1.1031 -1.05 0.94 0.28 0.291
H 2.2562 2.6099 0.2808 1.64 -0.33 0.21 0.431
H 0.8447 4.2169 -0.2526 -1.01 -0.42 -0.11 0.323
H -1.7056 3.7270 -0.7382 0.75 -0.81 0.45 0.320
```
Positions in Å, forces in eV/Å.

=====

69
Properties=species:S:1:pos:R:3:forces:R:3:mulliken_charge:R:1 method="wB97M-V/def2-TZVPD" de_lowest_kj_mol=0.0
Sr 0.5319 -0.1465 -0.0935 0.95 0.26 0.20 1.687
C -2.6993 -3.6207 1.2503 0.00 -0.03 0.01 -1.366
Sb -1.9948 -2.3036 -0.2674 -0.23 -0.17 -0.09 0.642
C -1.2501 -3.7594 -1.6417 -0.04 -0.03 0.01 -1.288
C -3.9054 -1.9328 -1.2072 -0.07 0.04 -0.04 -1.527
C -4.8346 -1.1551 -0.3214 -0.01 0.06 0.03 0.701
C -5.6624 -1.8612 0.5525 -0.03 0.00 0.03 -0.620
C -6.5368 -1.2194 1.4124 0.00 -0.03 0.00 -0.706
C -6.6076 0.1653 1.4014 0.01 0.04 -0.01 -0.667
C -5.8008 0.8800 0.5335 -0.02 -0.04 0.03 -0.613
C -4.9029 0.2491 -0.3294 -0.01 -0.07 0.06 0.887
C -4.0424 1.0994 -1.2046 -0.05 0.04 -0.03 -1.648
Sb -2.1946 1.7691 -0.2593 0.02 0.03 -0.09 0.433
C -2.6111 1.2463 1.7749 -0.05 0.07 0.04 -1.314
C -2.6691 3.8352 -0.0949 -0.01 0.04 -0.05 -1.414
H -3.2839 -4.4203 0.7973 -0.01 0.00 0.00 0.376
H -3.3194 -3.0694 1.9544 -0.01 0.01 0.00 0.402
H -1.8534 -4.0501 1.7837 0.03 0.02 -0.01 0.394
H -2.0114 -4.5072 -1.8587 -0.01 0.00 0.01 0.438
H -0.3755 -4.2367 -1.2031 0.01 0.00 0.00 0.352
H -0.9430 -3.2734 -2.5664 -0.01 0.01 -0.01 0.381
H -4.3306 -2.9114 -1.4336 0.03 -0.02 0.02 0.683
H -3.7236 -1.4290 -2.1559 0.06 -0.03 0.01 0.559
H -5.6245 -2.9448 0.5465 0.01 0.00 -0.01 0.384
H -7.1658 -1.7976 2.0764 0.00 0.00 0.00 0.399
H -7.2925 0.6863 2.0575 0.00 0.00 0.00 0.406
H -5.8641 1.9627 0.5155 0.00 0.01 -0.01 0.386
H -4.5683 2.0159 -1.4745 0.00 0.01 0.01 0.661
H -3.7684 0.5993 -2.1313 0.05 0.03 0.00 0.428
H -3.5747 1.6475 2.0849 0.00 0.00 0.00 0.415
H -1.8193 1.6843 2.3837 0.00 -0.01 0.02 0.479
H -2.6226 0.1663 1.9222 0.00 -0.01 -0.03 0.305
H -3.5500 3.9611 0.5337 0.00 -0.01 0.00 0.508
H -2.8651 4.2291 -1.0909 -0.01 0.00 0.01 0.435
H -1.8178 4.3608 0.3347 0.04 -0.05 0.01 0.382
O 0.9620 3.9644 0.3911 -0.05 -0.06 0.09 -0.643
C 1.5613 2.9116 0.2004 0.13 0.29 -0.27 0.441
O 1.4076 1.8110 0.8313 -0.35 -0.24 -0.03 -0.985
C 2.5871 2.8368 -0.9548 0.10 0.09 0.08 -0.671
P 1.9784 1.6943 -2.2502 -0.32 -0.21 0.31 0.545
C 3.3052 1.6519 -3.4838 0.01 0.04 -0.06 0.162
C 3.4604 2.6425 -4.4516 -0.01 -0.02 0.00 -0.432
C 4.5057 2.5721 -5.3585 -0.01 0.00 0.01 -0.634
C 5.4054 1.5154 -5.3004 0.00 0.01 -0.01 -0.474
C 5.2567 0.5284 -4.3379 0.02 -0.02 0.01 -0.523
C 4.2053 0.5905 -3.4345 0.04 -0.01 -0.02 -0.441
C 0.6059 2.5865 -3.0508 0.00 0.10 -0.03 0.590
C -0.1297 1.8998 -4.0195 0.02 -0.02 -0.04 -0.766
C -1.2531 2.4699 -4.5945 0.01 -0.03 0.01 -0.719
C -1.6686 3.7345 -4.1937 -0.01 0.02 0.00 -0.460
C -0.9488 4.4209 -3.2281 -0.03 0.00 -0.04 -0.696
C 0.1847 3.8545 -2.6570 0.00 -0.03 -0.01 -0.161
H 3.4950 2.3569 -0.5797 -0.01 0.04 0.01 0.525
H 2.8358 3.8261 -1.3397 -0.04 -0.01 -0.01 0.517
H 2.7562 3.4647 -4.4995 0.00 0.00 0.00 0.354
H 4.6173 3.3429 -6.1098 0.01 0.00 -0.01 0.397
H 6.2214 1.4604 -6.0092 0.00 0.00 0.00 0.369
H 5.9550 -0.2970 -4.2926 0.00 0.00 0.00 0.410
H 4.0854 -0.1874 -2.6884 -0.02 0.01 0.01 0.350
H 0.1836 0.9071 -4.3284 0.01 0.00 0.01 0.390
H -1.8058 1.9272 -5.3508 -0.01 0.01 0.00 0.426
H -2.5503 4.1820 -4.6343 0.00 0.00 -0.01 0.395
H -1.2708 5.4044 -2.9096 0.01 0.01 0.00 0.475
H 0.7055 4.3860 -1.8725 0.02 0.03 0.01 0.251
F 1.7517 -2.1833 -0.8395 -0.15 0.01 0.06 -0.455
B 2.5813 -2.1181 0.3636 -0.13 -0.23 -0.03 0.535
F 3.3926 -1.0101 0.2052 0.11 0.06 -0.04 -0.324
F 1.6347 -1.7995 1.4149 -0.13 -0.03 -0.14 -0.448
F 3.1929 -3.3032 0.5847 0.13 0.01 0.03 -0.262

=====

20
Properties=species:S:1:pos:R:3:forces:R:3:mulliken_charge:R:1 method="wB97M-V/def2-TZVPD" de_lowest_kj_mol=622.3
C -2.2774 -0.8363 -1.0381 1.10 -0.46 1.57 -1.824
C -1.1010 -0.1410 -0.3534 -0.46 0.80 -0.39 0.566
C -0.8487 -0.8483 1.0159 -0.50 -0.87 -2.43 -0.814
C 0.2360 -0.1844 1.7687 1.45 -1.39 2.72 -0.063
N 0.8928 0.7385 1.2035 -0.65 0.18 -0.31 -0.220
C 1.9429 1.4458 1.6052 -2.17 -2.07 0.26 -0.013
N 2.7398 2.2578 1.5834 2.17 1.33 0.38 0.665
O 3.6934 2.9815 1.7468 0.15 0.51 -0.14 -0.695
C 0.1276 -0.2499 -1.2384 -0.08 0.70 1.30 0.288
N 0.8644 -1.0909 -1.7852 -0.20 -1.02 0.11 -0.634
C 1.3262 0.3357 -1.8144 1.03 -0.42 2.99 -0.385
H -2.6695 -0.4461 -1.9027 -0.43 1.29 -2.13 0.434
H -3.0869 -1.0067 -0.4040 -1.62 0.70 1.62 0.503
H -2.0960 -1.8561 -1.1890 1.16 -1.64 -0.88 0.481
H -1.3582 0.9433 -0.1872 0.47 -1.01 -0.20 0.299
H -0.5019 -1.8629 0.5966 -0.38 0.96 1.46 0.280
H -1.8491 -0.9472 1.4985 1.05 -0.06 0.18 0.388
H 0.5532 -0.6680 2.8304 -0.76 1.29 -2.27 0.296
H 1.1624 0.7736 -2.7005 0.03 1.79 -3.22 0.305
H 2.2499 0.6617 -1.2361 -1.35 -0.63 -0.61 0.142

=====

Going through the records in order, we get frontier orbital gap values of 8.865; 10.527; 9.585; 11.577; 5.604; 8.357; 8.567; 9.049 eV.